106
Properties=species:S:1:pos:R:3:forces:R:3 method="wB97M-V/def2-TZVPD" charge=0 smiles="O=C1OCCO1.O=C1OCCO1.O=C1OCCO1.O=C1OCCO1.O=C1OCCO1.O=C1OCCO1.O=C1OCCO1.CCCC#N.CCCC#N.CCCC#N" e_tot_ha=-3031.0678 de_lowest_kj_mol=217.38 homo_lumo_gap_ev=10.595
C 1.0557 -0.8699 -0.0456 0.2 0.8 -1.6
C 1.2259 0.3956 -0.9410 1.2 -0.3 1.0
O -0.0569 0.5962 -1.5257 2.9 3.1 -0.6
C -0.8286 -0.3768 -1.2952 -3.8 -2.5 0.5
O -1.9703 -0.4455 -1.7150 1.8 -0.5 0.8
O -0.2384 -1.2883 -0.4637 -0.7 -0.6 0.3
H 1.1527 -0.6444 1.0164 -0.5 -0.2 0.0
H 1.7989 -1.6102 -0.3418 -0.2 -0.2 0.2
H 1.9990 0.2543 -1.6964 -0.4 0.0 -0.3
H 1.5587 1.2188 -0.3089 -0.5 0.4 -0.3
C 5.1782 -3.2692 6.1106 -0.5 2.2 -2.5
C 4.4341 -2.1583 6.8494 -0.5 0.3 -1.2
O 4.5875 -2.5471 8.1785 -0.6 0.9 1.6
C 5.2976 -3.6803 8.2892 0.9 0.5 3.7
O 5.6796 -4.1555 9.3457 -1.1 0.6 -2.2
O 5.6218 -4.0671 7.1029 1.6 -3.7 -0.5
H 6.0348 -2.8697 5.5677 0.1 0.0 0.0
H 4.5571 -3.7411 5.3493 -0.1 -0.6 0.4
H 3.3764 -2.0851 6.5966 -0.1 -0.3 0.1
H 4.8528 -1.1821 6.6050 0.2 0.1 0.6
C -2.9535 -3.2016 8.0648 0.2 1.6 -0.9
C -3.9907 -4.2457 7.8720 -0.6 0.0 -0.4
O -3.4494 -5.0284 6.8131 -0.1 -1.1 -0.7
C -2.5795 -4.2746 6.0815 0.6 -1.3 -1.2
O -2.0729 -4.5241 5.0140 -1.2 -0.3 1.3
O -2.3029 -3.1971 6.7552 0.7 1.9 1.9
H -2.2700 -3.3226 8.9052 0.3 -0.2 -0.4
H -3.4220 -2.2178 8.0906 0.2 0.0 0.6
H -4.8841 -3.7591 7.4807 -0.3 -0.2 0.1
H -4.2399 -4.8214 8.7634 0.2 -0.3 -0.3
C -7.3800 1.8447 -8.6583 0.1 -1.4 1.9
C -6.0793 1.7750 -7.8369 -0.6 0.0 0.1
O -5.1485 2.4949 -8.6404 0.3 -0.4 0.1
C -5.7631 2.9397 -9.7525 1.9 0.8 -1.8
O -5.1877 3.4531 -10.6955 -1.4 -0.9 2.0
O -7.0694 2.6963 -9.6647 -0.5 1.9 -2.4
H -8.1806 2.2204 -8.0211 -0.3 -0.1 -0.4
H -7.6044 0.8743 -9.1009 -0.4 -0.1 0.2
H -5.8214 0.7213 -7.7302 0.6 0.3 0.3
H -6.1962 2.2983 -6.8879 0.3 -0.3 0.1
C -0.1552 4.9596 7.2940 -0.5 0.5 -0.1
C 0.2173 3.5240 6.9606 0.0 0.6 1.5
O 1.1825 3.6920 5.9628 0.4 0.5 -1.6
C 1.0841 4.9632 5.4102 2.6 -0.2 -3.3
O 1.6910 5.3429 4.3944 -1.9 -1.5 3.4
O 0.2777 5.7025 6.1201 -1.0 0.4 1.2
H 0.3662 5.3246 8.1788 0.1 0.2 -0.2
H -1.2280 5.1056 7.4206 0.1 0.1 -0.1
H -0.6662 2.9363 6.7113 0.3 -0.2 -0.6
H 0.7068 3.0993 7.8370 -0.1 -0.4 -0.1
C 5.4861 -6.9198 -0.9448 -0.8 -1.7 -0.7
C 4.1173 -7.5337 -1.2836 -0.4 -1.0 1.6
O 3.4947 -6.5996 -2.1467 -1.6 -1.7 0.6
C 4.3617 -5.6873 -2.5043 -2.2 2.4 -2.5
O 4.0960 -4.8132 -3.3130 1.0 -1.3 1.4
O 5.4529 -5.8496 -1.8495 4.4 1.4 1.0
H 6.2461 -7.6691 -1.1660 0.4 0.5 -0.5
H 5.6567 -6.6702 0.1025 -0.4 0.7 -0.2
H 3.5980 -7.6855 -0.3374 -0.7 0.4 -0.2
H 4.1146 -8.5296 -1.7266 0.4 0.2 -0.4
C -6.1743 -0.1477 3.3084 0.8 -0.7 -0.5
C -7.2769 0.2150 2.3616 0.2 -1.0 -1.5
O -7.9108 1.2159 3.0493 -2.1 1.6 0.7
C -7.0537 1.8778 3.8303 0.3 1.7 -0.1
O -7.2218 3.0209 4.2034 0.7 -2.5 -0.1
O -5.9537 1.0768 3.9910 -0.3 1.0 0.8
H -5.2431 -0.3913 2.7969 -0.1 -0.2 0.1
H -6.4609 -0.9653 3.9698 0.1 0.2 0.3
H -7.9963 -0.5586 2.0930 0.1 -0.2 0.4
H -6.9215 0.6264 1.4169 0.3 0.0 -0.1
C -3.4327 5.9922 0.0639 -0.5 -0.4 0.6
C -2.5575 7.2032 -0.1222 0.5 -0.3 -0.6
C -3.1803 8.2478 -1.0669 0.2 0.0 0.2
C -3.4994 7.7782 -2.4317 -0.4 -0.5 -0.3
N -3.7428 7.4110 -3.5013 0.3 0.4 1.0
H -3.6902 5.5484 -0.8978 -0.2 -0.1 0.1
H -4.3231 6.2332 0.6446 -0.4 0.2 -0.4
H -2.9977 5.2236 0.7028 0.5 0.0 -0.3
H -1.6145 6.8636 -0.5507 0.2 0.2 0.1
H -2.3510 7.6640 0.8437 0.1 0.2 -0.1
H -2.4980 9.0857 -1.2101 0.0 0.1 0.2
H -4.0616 8.6183 -0.5432 -0.3 0.2 -0.5
C 8.4509 2.9231 -3.0644 -1.0 0.2 -0.5
C 9.7505 2.7403 -2.3213 -1.2 1.3 0.0
C 9.9990 1.3588 -1.7787 -0.3 -0.4 0.8
C 8.8485 0.8033 -1.0114 0.7 0.7 -1.3
N 7.9457 0.4085 -0.4360 -0.6 -0.3 0.5
H 8.3121 2.2759 -3.9304 0.0 -0.4 0.1
H 8.3125 3.9227 -3.4765 0.5 0.2 0.1
H 7.6058 2.8271 -2.3828 -0.1 -0.4 -0.1
H 9.6152 3.3831 -1.4515 0.5 0.3 0.1
H 10.5301 3.1556 -2.9599 0.5 -0.5 0.4
H 10.7289 1.4856 -0.9792 0.7 -0.5 -0.4
H 10.2792 0.6567 -2.5639 0.2 -0.1 0.3
C -1.2097 -2.9358 -9.3484 0.9 -0.1 -0.4
C -0.7916 -3.0482 -7.8641 0.7 0.0 -1.5
C -1.3163 -4.2153 -7.0732 -1.2 -0.7 0.3
C -1.0360 -5.6413 -7.4895 0.7 -0.2 -0.3
N -0.7833 -6.7377 -7.7898 -0.5 1.9 0.5
H -0.8164 -2.0195 -9.7886 -0.1 0.3 0.3
H -2.2600 -2.9863 -9.6356 -0.1 -0.1 0.6
H -0.6814 -3.6762 -9.9491 -0.2 -0.5 0.1
H -1.0344 -2.1121 -7.3614 -0.1 -0.2 0.3
H 0.2922 -3.1578 -7.8259 0.2 0.4 -0.2
H -2.4005 -4.1027 -7.0758 -0.2 -0.3 0.2
H -1.0012 -4.0390 -6.0447 0.1 -0.6 0.1

=====

13
Properties=species:S:1:pos:R:3:forces:R:3 method="wB97M-V/def2-TZVPD" charge=0 smiles=C[C@H]1O[C@@H]1PO e_tot_ha=-610.2785 de_lowest_kj_mol=208.82 homo_lumo_gap_ev=10.158
C -0.3102 0.7439 0.5182 -0.9 -0.7 -0.5
C 0.6523 -0.3952 0.3244 -2.3 0.7 0.5
C -1.7444 0.5939 0.0308 1.2 0.3 0.5
O -0.0206 -0.0631 1.5958 0.9 -1.3 0.3
O 2.9398 -1.6581 0.2302 -0.1 -0.8 -0.5
P 2.4064 -0.1160 0.2232 0.2 1.0 -0.1
H -0.0096 1.7544 0.5826 0.8 1.0 0.1
H 0.1588 -1.1676 -0.3010 0.5 0.0 0.8
H -2.2865 1.5020 0.0708 -0.6 1.0 0.6
H -2.2362 -0.1887 0.5626 -0.4 -0.5 0.4
H -1.7311 0.3922 -0.9877 0.0 -0.8 -2.0
H 3.8208 -1.8504 0.5670 -0.1 0.5 0.0
H 2.1229 0.1835 -1.1536 0.8 -0.4 -0.1